--- w ---
C4H11N3 | wB97M-V/def2-TZVPD

Cartesian coordinates (Å):
C (0.675, 1.474, -0.921)
C (-0.792, 1.258, -0.697)
C (-1.176, -0.220, -0.495)
N (0.442, -1.402, 2.605)
C (-0.281, -1.619, 1.447)
N (-0.237, -0.705, 0.449)
N (1.185, 0.974, -2.308)
H (0.776, 2.548, -0.951)
H (1.104, 0.969, -0.128)
H (-1.256, 1.780, -1.518)
H (-1.191, 1.792, 0.181)
H (-2.204, -0.516, -0.250)
H (-0.859, -0.612, -1.493)
H (0.415, -2.188, 3.276)
H (0.389, -0.451, 3.047)
H (-1.149, -2.426, 1.247)
H (2.020, 1.572, -2.544)
H (1.672, 0.104, -2.090)

Values from the calculation:
**Charge**: -1
**Kohn-Sham gap (spin up / spin down)**: 3.09 / 7.34 eV
**E_HOMO (spin up / spin down)**: 0.9 / -3.4 eV
**Spin multiplicity**: 2
**⟨S²⟩**: 0.754

--- x ---
C4H11N3 | wB97M-V/def2-TZVPD

Cartesian coordinates (Å):
C (1.789, 0.382, -0.013)
C (0.592, -0.500, 0.414)
C (-0.803, -0.004, -0.077)
C (-1.578, -0.797, -0.874)
N (-2.978, -1.253, -0.759)
N (-0.932, 1.426, 0.181)
N (2.898, 0.121, 0.922)
H (1.677, 1.461, -0.153)
H (1.987, 0.023, -1.030)
H (0.788, -1.516, 0.071)
H (0.414, -0.580, 1.493)
H (-1.077, -1.388, -1.668)
H (-3.167, -1.445, 0.221)
H (-3.594, -0.559, -1.161)
H (-0.370, 2.036, -0.410)
H (-1.897, 1.699, 0.219)
H (2.600, 0.113, 1.880)
H (3.650, 0.779, 0.744)

Values from the calculation:
**Charge**: -1
**Kohn-Sham gap (spin up / spin down)**: 3.71 / 5.86 eV
**E_HOMO (spin up / spin down)**: 0.4 / -1.8 eV
**Spin multiplicity**: 2
**⟨S²⟩**: 0.756

Most stable structure - w; separation to the second - 5.0 kJ/mol.

--- w ---
H9O4 | wB97M-V/def2-TZVPD

Cartesian coordinates (Å):
O (-0.186, 0.624, -0.359)
H (-1.183, 0.310, 0.073)
H (0.772, 0.657, 0.357)
H (-0.147, -0.017, -1.121)
O (0.798, -1.179, -1.939)
H (1.312, -2.066, -1.765)
H (0.403, -1.437, -2.864)
O (1.645, 1.264, 1.463)
H (2.165, 1.819, 0.954)
H (2.143, 0.636, 2.015)
O (-2.387, -0.116, 0.791)
H (-2.344, -1.001, 1.092)
H (-2.991, 0.508, 1.303)

Values from the calculation:
**Charge**: +1
**Kohn-Sham gap**: 12.82 eV
**E_HOMO**: -16.2 eV
**Spin multiplicity**: 1

--- x ---
H9O4 | wB97M-V/def2-TZVPD

Cartesian coordinates (Å):
O (-1.510, 0.703, -1.674)
H (-1.344, 0.685, -2.624)
H (-2.362, 1.076, -1.517)
O (-0.671, -2.245, 0.892)
H (-0.333, -2.679, 1.674)
H (-1.573, -2.579, 0.788)
O (2.061, 1.475, 0.732)
H (2.947, 1.306, 0.401)
H (2.185, 2.254, 1.278)
O (0.149, 0.044, 0.034)
H (-0.181, -0.772, 0.522)
H (0.947, 0.515, 0.384)
H (-0.469, 0.302, -0.700)

Values from the calculation:
**Charge**: +1
**Kohn-Sham gap**: 13.64 eV
**E_HOMO**: -16.6 eV
**Spin multiplicity**: 1

Most stable structure - x; separation to the second - 114.7 kJ/mol.

--- w ---
C4H4N2O2 | wB97M-V/def2-TZVPD

Cartesian coordinates (Å):
C (0.769, -1.534, 0.061)
C (-0.593, -1.468, 0.059)
C (1.307, -0.083, 0.118)
C (-0.969, -0.097, -0.012)
N (0.143, 0.675, 0.026)
N (-0.010, 2.102, 0.143)
O (2.438, 0.287, 0.048)
O (-2.091, 0.390, -0.085)
H (1.289, -2.544, -0.194)
H (-1.299, -2.301, 0.256)
H (-1.008, 2.135, 0.375)
H (0.023, 2.437, -0.794)

Values from the calculation:
**Structure (SMILES)**: NN1C(=O)C=CC1=O
**Kohn-Sham gap**: 9.17 eV
**E_HOMO**: -10.2 eV
**Spin multiplicity**: 1

--- x ---
C4H4N2O2 | wB97M-V/def2-TZVPD

Cartesian coordinates (Å):
C (-1.583, -0.700, -0.037)
C (-0.354, -0.220, -0.010)
C (1.802, -0.082, -0.037)
C (0.038, 1.146, -0.038)
H (-3.469, -0.338, 0.052)
H (-1.847, -1.729, 0.166)
H (3.699, 0.113, 0.081)
H (-0.739, 1.992, 0.003)
N (2.959, -0.612, -0.056)
N (1.365, 1.255, -0.012)
O (-2.606, 0.169, -0.067)
O (0.734, -0.995, -0.045)

Values from the calculation:
**Structure (SMILES)**: [H]/N=C1N=C/C(=C\O)O\1
**Kohn-Sham gap**: 8.07 eV
**E_HOMO**: -8.5 eV
**Spin multiplicity**: 1

Most stable structure - w; separation to the second - 27.6 kJ/mol.